*w*
C5H10O2 in the gas phase. Source: the Open Molecules 2025 dataset; level of theory: ωB97M-V/def2-TZVPD.

Output
HOMO-LUMO gap (eV): 10.47
HOMO energy (eV): -9.6201

Geometry as ORCA input:
```
! wB97M-V def2-TZVPD RIJCOSX def2/J DEFGRID3
* xyz 0 1
C -0.61 1.75 -1.88
C 0.33 0.96 -1.36
C 0.02 0.51 0.06
O -1.37 0.20 0.05
C 0.75 -0.71 0.66
C 0.06 -1.05 1.98
O 0.60 -1.84 -0.19
H -0.76 2.00 -2.92
H -1.36 2.13 -1.20
H 1.18 0.62 -1.95
H 0.15 1.36 0.74
H -1.44 -0.42 -0.69
H 1.81 -0.49 0.83
H 0.45 -1.97 2.41
H 0.18 -0.23 2.69
H -1.01 -1.17 1.79
H 1.00 -1.65 -1.04
*
```

Mulliken atomic charge list, values in e, 2 entries: C -0.7203; C -0.3885

*x*
2 unconnected molecules or ions with the total composition C5H10O2. Source: the Open Molecules 2025 dataset; level of theory: ωB97M-V/def2-TZVPD.

Output
HOMO-LUMO gap (eV): 9.43
HOMO energy (eV): -8.7421

Geometry as ORCA input:
```
! wB97M-V def2-TZVPD RIJCOSX def2/J DEFGRID3
* xyz 0 1
C 0.52 3.01 -0.02
C -0.07 1.87 0.30
C 0.01 0.57 -0.36
O -1.22 0.15 -0.87
C 1.09 -0.22 -0.37
C 0.92 -1.71 -0.56
H 1.22 3.06 -0.84
H 0.33 3.92 0.53
H -0.86 1.99 1.03
H -1.72 -0.45 -0.31
H 2.02 0.29 -0.59
H 0.04 -1.78 -1.21
H 1.69 -2.26 -1.12
H 0.87 -2.12 0.45
O -1.96 -2.13 1.18
H -1.66 -2.52 2.00
H -1.24 -1.66 0.75
*
```

Mulliken atomic charge list, values in e, 2 entries: C -0.6955; C -0.3094

*y*
A molecular structure, C5H10O2. Source: the Open Molecules 2025 dataset; level of theory: ωB97M-V/def2-TZVPD.

Output
HOMO-LUMO gap (eV): 10.77
HOMO energy (eV): -9.7350

Geometry as ORCA input:
```
! wB97M-V def2-TZVPD RIJCOSX def2/J DEFGRID3
* xyz 0 1
C 2.09 1.07 -0.44
O 0.71 0.99 -0.18
C 0.26 -0.32 -0.36
C 0.48 -1.25 0.83
O -0.91 -1.22 1.18
C -1.23 -0.57 -0.06
C -2.23 0.57 0.09
H 2.68 0.44 0.24
H 2.32 0.75 -1.47
H 2.41 2.11 -0.32
H 0.59 -0.70 -1.34
H 1.11 -0.85 1.63
H 0.81 -2.26 0.54
H -1.62 -1.32 -0.76
H -2.00 1.40 -0.57
H -3.24 0.21 -0.13
H -2.21 0.94 1.12
*
```

Mulliken atomic charge list, values in e, 2 entries: C -0.7460; O -0.3613

Quick one: least stable of them? *x*

*w*
A molecular structure, C5H10O2. Source: the Open Molecules 2025 dataset; level of theory: ωB97M-V/def2-TZVPD.

Output
HOMO-LUMO gap (eV): 10.03
HOMO energy (eV): -8.9524

Geometry as ORCA input:
```
! wB97M-V def2-TZVPD RIJCOSX def2/J DEFGRID3
* xyz 0 1
C -2.22 -0.55 0.39
C -1.68 0.77 -0.07
O -0.98 1.49 0.61
C 0.92 -1.44 -0.37
C 1.74 -0.45 -0.71
C 1.83 -0.14 0.77
O 0.91 -1.27 1.00
H -3.25 -0.42 0.72
H -2.23 -1.27 -0.44
H -1.61 -0.93 1.21
H -1.98 1.09 -1.09
H 0.66 2.45 -0.71
H 0.34 -2.23 -0.83
H 2.17 -0.03 -1.61
H 1.23 2.59 -1.17
H 1.37 0.79 1.11
H 2.78 -0.33 1.26
*
```

Mulliken atomic charge list, values in e, 2 entries: C -0.9135; C 0.1963

*x*
A molecular structure, C5H10O2. Source: the Open Molecules 2025 dataset; level of theory: ωB97M-V/def2-TZVPD.

Output
HOMO-LUMO gap (eV): 10.59
HOMO energy (eV): -9.5777

Geometry as ORCA input:
```
! wB97M-V def2-TZVPD RIJCOSX def2/J DEFGRID3
* xyz 0 1
O 2.84 -0.59 -0.85
C 1.77 -1.03 -0.07
C 0.48 -0.20 -0.48
C -0.61 -0.73 0.41
C -1.93 0.35 0.30
C -1.18 1.64 0.08
O 0.52 1.18 -0.22
H 2.77 0.37 -0.80
H 1.98 -0.92 1.02
H 1.65 -2.11 -0.27
H 0.33 -0.42 -1.55
H -0.25 -0.61 1.44
H -0.81 -1.78 0.18
H -2.47 0.28 1.25
H -2.60 0.08 -0.53
H -1.12 2.30 0.95
H -1.38 2.18 -0.84
*
```

Mulliken atomic charge list, values in e, 2 entries: O -0.5104; C -0.6780

Quick one: least stable of them? *w*

*w*
C2H4N4O in the gas phase. Source: the Open Molecules 2025 dataset; level of theory: ωB97M-V/def2-TZVPD.

Output
HOMO-LUMO gap (eV): 8.92
HOMO energy (eV): -8.3800

Geometry as ORCA input:
```
! wB97M-V def2-TZVPD RIJCOSX def2/J DEFGRID3
* xyz 0 1
H -2.45 -1.11 0.10
N -1.98 -1.19 -0.74
C -0.92 -0.54 -0.46
N 0.19 -0.54 -1.22
N 1.25 0.16 -0.69
C 0.75 0.41 0.54
N 1.24 1.29 1.50
O -0.61 0.19 0.72
H -0.14 -0.47 -2.25
H 2.26 1.83 1.47
H 1.34 0.93 2.51
*
```

Mulliken atomic charge list, values in e, 2 entries: H 0.2699; N -0.6910

*x*
C2H4N4O in the gas phase. Source: the Open Molecules 2025 dataset; level of theory: ωB97M-V/def2-TZVPD.

Output
HOMO-LUMO gap (eV): 9.44
HOMO energy (eV): -8.9107

Geometry as ORCA input:
```
! wB97M-V def2-TZVPD RIJCOSX def2/J DEFGRID3
* xyz 0 1
H -2.59 -1.48 0.10
N -2.40 -0.46 0.06
C -1.15 -0.20 -0.04
N -0.04 -1.01 -0.04
C 0.96 -0.19 -0.06
N 2.28 -0.48 -0.05
O 0.70 1.10 0.01
N -0.73 1.14 -0.10
H 2.86 0.20 0.39
H 2.45 -1.42 0.42
H -1.02 1.89 0.56
*
```

Mulliken atomic charge list, values in e, 2 entries: H 0.2658; N -0.6803

Quick one: least stable of them? *w*

*w*
C2H4N4O in the gas phase. Source: the Open Molecules 2025 dataset; level of theory: ωB97M-V/def2-TZVPD.

Output
HOMO-LUMO gap (eV): 9.45
HOMO energy (eV): -9.3001

Geometry as ORCA input:
```
! wB97M-V def2-TZVPD RIJCOSX def2/J DEFGRID3
* xyz 0 1
H -2.08 0.63 -0.35
N -1.36 1.45 -0.11
C -0.36 0.71 -0.15
C 1.05 1.07 0.12
N 1.84 0.03 0.04
N 1.01 -1.11 -0.01
N -0.23 -0.68 -0.44
O -1.42 -1.23 0.16
H 1.47 2.08 0.34
H 1.48 -1.75 -0.76
H -1.39 -1.20 1.16
*
```

Mulliken atomic charge list, values in e, 2 entries: H 0.3441; N -0.6292

*x*
C2H4N4O in the gas phase. Source: the Open Molecules 2025 dataset; level of theory: ωB97M-V/def2-TZVPD.

Output
HOMO-LUMO gap (eV): 9.99
HOMO energy (eV): -9.2955

Geometry as ORCA input:
```
! wB97M-V def2-TZVPD RIJCOSX def2/J DEFGRID3
* xyz 0 1
H -2.71 0.62 -0.27
N -2.18 -0.35 -0.17
C -0.99 -0.21 0.09
N -0.43 1.03 0.47
N 0.89 1.18 -0.22
C 1.57 0.12 -0.13
N 1.04 -1.04 0.38
O -0.21 -1.24 -0.06
H -0.94 1.85 0.41
H 2.53 0.01 -0.64
H 1.43 -1.99 0.15
*
```

Mulliken atomic charge list, values in e, 2 entries: H 0.2176; N -0.6344

Quick one: least stable of them? *w*

*w*
C2H4N4O in the gas phase. Source: the Open Molecules 2025 dataset; level of theory: ωB97M-V/def2-TZVPD.

Output
HOMO-LUMO gap (eV): 9.20
HOMO energy (eV): -8.6395

Geometry as ORCA input:
```
! wB97M-V def2-TZVPD RIJCOSX def2/J DEFGRID3
* xyz 0 1
N 1.49 -0.40 -1.40
C 0.82 0.25 -0.42
N 1.23 0.54 0.77
N 0.08 0.90 1.47
C -0.90 0.76 0.64
N -2.04 -0.03 0.83
O -0.47 0.53 -0.65
H 1.00 -0.58 -2.26
H 2.47 -0.22 -1.43
H -1.59 -0.90 0.52
H -2.15 -0.16 1.83
*
```

Mulliken atomic charge list, values in e, 2 entries: N -0.4184; C 0.5794

*x*
C2H4N4O in the gas phase. Source: the Open Molecules 2025 dataset; level of theory: ωB97M-V/def2-TZVPD.

Output
HOMO-LUMO gap (eV): 10.06
HOMO energy (eV): -9.5080

Geometry as ORCA input:
```
! wB97M-V def2-TZVPD RIJCOSX def2/J DEFGRID3
* xyz 0 1
N 1.64 1.05 0.09
C 0.48 0.40 -0.11
N -0.33 0.59 -1.08
C -1.38 -0.27 -0.87
O -2.32 -0.56 -1.57
N -1.23 -0.86 0.43
N 0.10 -0.56 0.85
H 2.37 0.62 0.66
H 1.97 1.65 -0.65
H -1.44 -1.86 0.46
H 0.11 -0.20 1.79
*
```

Mulliken atomic charge list, values in e, 2 entries: N -0.4048; C 0.5130

*y*
C2H4N4O in the gas phase. Source: the Open Molecules 2025 dataset; level of theory: ωB97M-V/def2-TZVPD.

Output
HOMO-LUMO gap (eV): 9.58
HOMO energy (eV): -8.7371

Geometry as ORCA input:
```
! wB97M-V def2-TZVPD RIJCOSX def2/J DEFGRID3
* xyz 0 1
N 0.66 -1.20 -1.32
N -0.03 -0.34 -0.47
C -1.29 -0.38 0.00
N -1.53 0.41 0.99
N -0.38 1.05 1.40
C 0.69 0.82 0.65
O 1.87 1.00 0.76
H 1.56 -1.67 -1.05
H 0.85 -0.80 -2.34
H -2.06 -0.82 -0.64
H -0.33 1.92 2.03
*
```

Mulliken atomic charge list, values in e, 2 entries: N -0.7469; N 0.1877

*z*
C2H4N4O in the gas phase. Source: the Open Molecules 2025 dataset; level of theory: ωB97M-V/def2-TZVPD.

Output
HOMO-LUMO gap (eV): 10.19
HOMO energy (eV): -9.4508

Geometry as ORCA input:
```
! wB97M-V def2-TZVPD RIJCOSX def2/J DEFGRID3
* xyz 0 1
H 2.83 0.33 0.64
N 2.30 -0.53 0.31
C 1.23 -0.12 -0.16
N 0.08 -0.85 -0.61
C -1.02 -0.01 -0.23
N -2.22 -0.25 0.23
H -2.57 -1.32 0.11
N -0.57 1.33 -0.09
O 0.96 1.27 -0.40
H 0.04 -1.80 -0.42
H -1.05 1.95 0.60
*
```

Mulliken atomic charge list, values in e, 2 entries: H 0.2812; N -0.6188

Quick one: least stable of them? *z*

*w*
C2H4N4O in the gas phase. Source: the Open Molecules 2025 dataset; level of theory: ωB97M-V/def2-TZVPD.

Output
HOMO-LUMO gap (eV): 9.94
HOMO energy (eV): -9.0848

Geometry as ORCA input:
```
! wB97M-V def2-TZVPD RIJCOSX def2/J DEFGRID3
* xyz 0 1
H 1.90 -2.20 0.10
N 1.72 -1.12 0.03
C 0.49 -0.65 -0.18
N -0.76 -1.34 0.08
C -1.61 -0.37 0.11
O -1.13 0.81 -0.07
N 0.17 0.69 -0.41
N 0.84 1.57 0.26
H -2.78 -0.35 0.48
H 1.54 1.24 0.96
H 1.34 2.39 -0.30
*
```

Mulliken atomic charge list, values in e, 2 entries: H 0.2660; N -0.6896

*x*
C2H4N4O in the gas phase. Source: the Open Molecules 2025 dataset; level of theory: ωB97M-V/def2-TZVPD.

Output
HOMO-LUMO gap (eV): 9.07
HOMO energy (eV): -8.5987

Geometry as ORCA input:
```
! wB97M-V def2-TZVPD RIJCOSX def2/J DEFGRID3
* xyz 0 1
N -0.25 2.25 0.25
C -0.08 0.90 0.01
N 0.58 0.44 -1.03
N 0.59 -0.91 -0.76
C -0.11 -1.14 0.37
O -0.28 -2.37 0.89
N -0.54 -0.03 0.91
H -0.07 2.83 -0.56
H -1.10 2.48 0.73
H 0.78 -1.56 -1.51
H 0.51 -2.89 0.69
*
```

Mulliken atomic charge list, values in e, 2 entries: N -0.4452; C 0.5032

*y*
C2H4N4O in the gas phase. Source: the Open Molecules 2025 dataset; level of theory: ωB97M-V/def2-TZVPD.

Output
HOMO-LUMO gap (eV): 10.18
HOMO energy (eV): -10.8080

Geometry as ORCA input:
```
! wB97M-V def2-TZVPD RIJCOSX def2/J DEFGRID3
* xyz 0 1
C 0.81 0.49 0.19
O 0.03 -0.62 0.37
N -1.57 -0.24 0.07
C -2.62 -1.10 -0.04
N -3.73 -0.44 -0.02
N -3.28 0.87 0.02
N -1.96 0.96 0.06
H 1.69 0.07 -0.07
H 0.98 1.19 1.11
H 0.35 1.09 -0.55
H -2.65 -2.21 -0.04
*
```

Mulliken atomic charge list, values in e, 2 entries: C -0.4851; O -0.2745

Quick one: least stable of them? *y*